Entry 1:
DFT (wB97M-V/def2-TZVPD) results for a 2-piece molecular cluster, CS3 overall at a distorted geometry.

Element x y z (Å)
C1 -0.409 -1.004 -0.117
S1 -1.718 -1.831 0.006
S2 0.654 0.154 -0.003
S3 3.180 2.218 0.042

Properties
* Kohn-Sham gap (alpha / beta): 6.83 / 6.82 eV
* DFT total energy: -1232.54507 Eh
* energy above the lowest of the compared OMol25 structures with the same formula, charge and spin: 1.898 eV
* LUMO energy (alpha / beta): -0.10668 / -0.10699 Eh
* E_HOMO (alpha / beta): -9.737 / -9.732 eV

***

Entry 2:
DFT (wB97M-V/def2-TZVPD) results for Ca2F2HO3P as an isolated structure at a distorted geometry.

Element x y z (Å)
Ca1 1.283 0.763 1.982
Ca2 0.962 -2.183 0.317
O1 -0.136 -0.953 1.893
H1 -1.057 -0.933 2.162
O2 0.237 1.361 0.068
P1 -0.192 0.617 -1.157
O3 -0.039 -0.868 -1.289
F1 0.575 1.285 -2.337
F2 -1.634 0.910 -1.640

Properties
* Kohn-Sham gap: 9.05 eV
* net charge: +2
* DFT total energy: -2122.31479 Eh
* energy above the lowest of the compared OMol25 structures with the same formula, charge and spin: 1.251 eV
* LUMO energy: -0.37578 Eh
* E_HOMO: -19.272 eV

***

Entry 3:
DFT (wB97M-V/def2-TZVPD) results for Ca3Cs4O20S5 as an isolated structure at a distorted geometry.

Element x y z (Å)
Ca1 0.374 0.094 -0.278
Ca2 0.258 -3.620 2.493
Ca3 -2.880 1.411 1.743
Cs1 4.863 0.329 -0.055
Cs2 -0.767 -1.680 -4.364
Cs3 -3.888 -0.535 -1.682
Cs4 0.916 3.644 1.659
S1 2.284 -2.483 -0.389
O1 2.461 -1.067 -0.052
O2 3.715 -2.963 -0.428
O3 1.508 -3.255 0.597
O4 1.713 -2.655 -1.708
S2 0.049 -0.005 2.845
O5 -1.123 -0.218 3.743
O6 0.577 -1.216 2.375
O7 -0.416 0.757 1.779
O8 1.138 0.670 3.564
S3 -1.779 2.617 -1.206
O9 -1.488 2.559 -2.618
O10 -0.852 3.592 -0.665
O11 -3.046 3.297 -1.239
O12 -1.928 1.364 -0.312
S4 -2.110 -1.970 0.945
O13 -2.901 -0.821 1.388
O14 -1.200 -1.456 -0.069
O15 -1.544 -2.551 2.123
O16 -3.030 -2.930 0.302
S5 1.841 1.867 -2.150
O17 0.966 0.702 -2.387
O18 1.333 3.158 -2.692
O19 1.742 1.856 -0.759
O20 3.215 1.508 -2.501

Properties
* Kohn-Sham gap: 5.32 eV
* DFT total energy: -5609.64977 Eh
* LUMO energy: -0.05247 Eh
* E_HOMO: -6.748 eV

***

Entry 4:
DFT (wB97M-V/def2-TZVPD) results for Cd2CsI5N2O6 as an isolated structure at a distorted geometry.

Element x y z (Å)
Cs1 3.054 1.631 3.436
Cd1 -0.625 1.596 -1.563
Cd2 1.614 -3.632 0.923
I1 -0.406 0.470 -3.852
I2 1.160 3.081 -0.106
I3 0.271 -5.639 2.177
I4 2.177 -4.478 -1.452
I5 3.190 -2.319 2.858
N1 0.223 -1.076 -0.104
O1 -0.724 -0.428 -0.288
O2 1.298 -0.645 -0.479
O3 0.228 -2.140 0.491
N2 -2.847 3.393 -0.556
O4 -2.620 4.549 -0.910
O5 -2.272 2.433 -0.906
O6 -3.721 3.203 0.331

Properties
* Kohn-Sham gap: 5.08 eV
* net charge: -2
* DFT total energy: -2405.15404 Eh
* LUMO energy: 0.08005 Eh
* E_HOMO: -2.899 eV

***

Entry 5:
DFT (wB97M-V/def2-TZVPD) results for CdFO2S as an isolated structure at a distorted geometry.

Element x y z (Å)
Cd1 -1.748 1.073 -0.570
F1 2.627 -1.272 -0.025
S1 0.366 -0.276 0.496
O1 0.216 1.102 -0.201
O2 -1.461 -0.626 0.299

Properties
* Kohn-Sham gap (alpha / beta): 5.39 / 4.81 eV
* spin multiplicity: 2
* DFT total energy: -816.03618 Eh
* energy above the lowest of the compared OMol25 structures with the same formula, charge and spin: 0.000 eV
* LUMO energy (alpha / beta): -0.13385 / -0.13349 Eh
* E_HOMO (alpha / beta): -9.030 / -8.438 eV

***

Entry 6:
DFT (wB97M-V/def2-TZVPD) results for CdFeN8O24 as an isolated structure at a distorted geometry.

Element x y z (Å)
Cd1 -8.757 14.085 14.691
Fe1 -9.192 19.740 16.673
N1 -10.657 19.148 19.705
O1 -10.212 19.843 18.777
O2 -10.072 18.915 20.770
O3 -11.932 18.903 19.711
N2 -13.122 12.637 17.793
O4 -13.934 13.320 18.471
O5 -12.650 13.063 16.712
O6 -12.917 11.437 18.134
N3 -10.268 16.461 16.565
O7 -10.075 17.645 16.961
O8 -11.389 15.998 16.678
O9 -9.277 15.938 15.945
N4 -11.931 20.152 14.951
O10 -11.073 20.210 15.884
O11 -12.964 20.835 14.984
O12 -11.730 19.378 14.010
N5 -6.828 17.890 18.572
O13 -7.117 17.412 19.690
O14 -5.674 17.818 18.106
O15 -7.663 18.637 18.008
N6 -11.362 15.520 13.340
O16 -11.469 16.582 12.670
O17 -12.385 14.992 13.765
O18 -10.247 14.895 13.355
N7 -5.914 15.818 14.958
O19 -4.846 15.175 15.190
O20 -5.918 17.039 14.986
O21 -6.967 15.157 14.786
N8 -8.634 12.918 17.849
O22 -7.580 13.357 18.331
O23 -9.399 12.207 18.519
O24 -8.869 13.056 16.617

Properties
* Kohn-Sham gap (alpha / beta): 4.71 / 4.57 eV
* spin multiplicity: 5
* net charge: -4
* DFT total energy: -3674.10592 Eh
* LUMO energy (alpha / beta): 0.26140 / 0.25606 Eh
* E_HOMO (alpha / beta): 2.400 / 2.400 eV

***

Entry 7:
DFT (wB97M-V/def2-TZVPD) results for CdH13O7 as an isolated structure at a distorted geometry.

Element x y z (Å)
Cd1 0.416 -0.485 0.060
O1 -2.499 -0.966 -1.209
H1 -3.468 -0.977 -1.334
O2 1.879 -2.824 -1.833
H2 2.756 -2.956 -2.194
H3 1.400 -3.618 -2.071
O3 -0.684 -2.689 2.665
H4 -0.762 -3.587 2.987
H5 -1.158 -2.161 3.308
O4 -0.735 2.101 1.815
H6 -0.300 2.928 2.020
H7 -1.603 2.181 2.212
O5 1.603 1.689 -2.181
H8 2.459 1.673 -2.608
H9 1.300 2.591 -2.284
O6 -3.675 2.728 -1.921
H10 -4.394 2.865 -1.304
H11 -3.349 1.851 -1.719
O7 3.289 -0.100 1.635
H12 3.454 0.398 2.435
H13 4.071 -0.640 1.523

Properties
* Kohn-Sham gap: 4.64 eV
* net charge: +1
* DFT total energy: -701.76862 Eh
* energy above the lowest of the compared OMol25 structures with the same formula, charge and spin: 3.092 eV
* LUMO energy: -0.28242 Eh
* E_HOMO: -12.324 eV

***

Entry 8:
DFT (wB97M-V/def2-TZVPD) results for CdH17O9 as an isolated structure at a distorted geometry.

Element x y z (Å)
Cd1 0.191 1.767 -1.705
O1 -0.046 -0.021 -0.792
H1 0.063 -0.183 0.165
O2 2.461 -0.842 -0.997
H2 2.679 -0.106 -1.568
H3 1.505 -0.841 -0.957
O3 -2.798 -0.090 0.242
H4 -2.045 -0.135 -0.347
H5 -2.428 -0.226 1.115
O4 -1.511 -1.339 -2.601
H6 -1.449 -0.787 -3.380
H7 -1.017 -0.865 -1.931
O5 -0.242 -2.403 2.477
H8 0.645 -2.058 2.576
H9 -0.420 -2.343 1.539
O6 1.992 0.794 2.308
H10 1.896 -0.153 2.412
H11 1.262 1.164 2.804
O7 -1.417 2.604 -0.582
H12 -1.818 3.337 -1.049
H13 -1.732 2.692 0.317
O8 1.256 2.310 0.187
H14 1.143 3.150 0.631
H15 1.508 1.702 0.882
O9 0.176 -2.554 -0.241
H16 0.070 -2.959 -1.101
H17 0.076 -1.616 -0.404

Properties
* Kohn-Sham gap: 6.26 eV
* net charge: +1
* DFT total energy: -854.73809 Eh
* energy above the lowest of the compared OMol25 structures with the same formula, charge and spin: 0.000 eV
* LUMO energy: -0.27719 Eh
* E_HOMO: -13.798 eV

***

Entry 9:
DFT (wB97M-V/def2-TZVPD) results for CdH17O9 as an isolated structure at a distorted geometry.

Element x y z (Å)
Cd1 1.649 1.799 0.768
O1 0.202 0.599 0.069
H1 -0.379 -0.134 -0.214
O2 -1.749 -1.164 -2.244
H2 -2.681 -1.384 -2.254
H3 -1.717 -0.269 -1.906
O3 -1.580 1.733 -1.468
H4 -1.116 2.468 -1.870
H5 -0.981 1.410 -0.795
O4 0.307 -1.795 1.434
H6 0.252 -1.552 2.358
H7 0.318 -0.959 0.967
O5 -2.698 -2.441 0.633
H8 -1.850 -2.133 0.954
H9 -3.333 -2.089 1.257
O6 2.230 0.233 2.032
H10 2.178 -0.015 2.955
H11 2.578 -0.544 1.594
O7 3.022 0.948 -0.608
H12 3.491 1.563 -1.172
H13 3.247 0.085 -0.954
O8 -1.701 0.953 2.085
H14 -1.350 0.418 1.374
H15 -1.094 1.691 2.152
O9 0.776 -0.143 -2.523
H16 0.623 0.243 -1.660
H17 1.356 0.478 -2.963

Properties
* Kohn-Sham gap: 5.11 eV
* net charge: +1
* DFT total energy: -854.71258 Eh
* energy above the lowest of the compared OMol25 structures with the same formula, charge and spin: 0.694 eV
* LUMO energy: -0.28035 Eh
* E_HOMO: -12.740 eV

***

Entry 10:
DFT (wB97M-V/def2-TZVPD) results for CeHO3S as an isolated structure at a distorted geometry.

Element x y z (Å)
S1 0.323 -0.487 0.913
O1 1.030 0.798 0.421
O2 -0.074 -1.230 -0.835
Ce1 -0.943 1.981 -0.326
O3 -1.070 0.127 1.193
H1 0.734 -1.188 -1.365

Properties
* Kohn-Sham gap (alpha / beta): 6.26 / 9.85 eV
* spin multiplicity: 3
* net charge: +1
* DFT total energy: -1099.32608 Eh
* LUMO energy (alpha / beta): -0.17776 / -0.18342 Eh
* E_HOMO (alpha / beta): -11.096 / -14.841 eV

***

Entry 11:
DFT (wB97M-V/def2-TZVPD) results for Cl2F2H2N3O2PS2 as an isolated structure at a distorted geometry.

Element x y z (Å)
N1 0.614 0.527 -0.876
N2 -1.381 -1.254 -0.428
N3 -0.729 0.553 1.157
O1 1.797 1.315 1.226
O2 0.658 -1.793 0.548
F1 -1.274 -0.339 -2.692
F2 0.577 -1.705 -2.129
P1 -0.302 -0.609 -1.537
S1 0.471 1.269 0.547
S2 -0.660 -1.522 0.966
Cl1 0.095 3.260 0.317
Cl2 3.356 0.691 1.651
H1 -2.313 -1.167 -0.838
H2 -0.909 0.775 2.088

Properties
* Kohn-Sham gap: 8.97 eV
* net charge: +2
* DFT total energy: -2572.94659 Eh
* energy above the lowest of the compared OMol25 structures with the same formula, charge and spin: 2.292 eV
* LUMO energy: -0.40633 Eh
* E_HOMO: -20.031 eV

***

Entry 12:
DFT (wB97M-V/def2-TZVPD) results for Cl2F2H6Si4 as an isolated structure at a distorted geometry.

Element x y z (Å)
F1 3.129 1.180 1.759
F2 0.448 -1.654 1.028
Si1 -2.858 -0.489 -0.586
Si2 -1.196 0.929 0.292
Si3 3.067 0.052 0.646
Si4 0.782 -0.169 0.426
Cl1 3.897 0.915 -0.934
Cl2 0.613 -0.766 -2.213
H1 -3.647 -1.211 0.484
H2 -2.227 -1.629 -1.494
H3 -3.918 0.089 -1.437
H4 -0.889 1.628 -0.998
H5 -0.952 2.012 1.516
H6 3.751 -0.888 1.511

Properties
* Kohn-Sham gap: 8.63 eV
* DFT total energy: -2281.76865 Eh
* energy above the lowest of the compared OMol25 structures with the same formula, charge and spin: 1.988 eV
* LUMO energy: -0.04724 Eh
* E_HOMO: -9.918 eV

***

Entry 13:
DFT (wB97M-V/def2-TZVPD) results for Cl2F2O8Sr2 as an isolated structure at a distorted geometry.

Element x y z (Å)
Sr1 -0.969 0.639 -4.388
Sr2 -1.405 2.902 2.994
F1 -3.251 3.608 1.666
F2 0.861 2.127 -4.263
Cl1 1.469 -3.041 1.369
O1 0.149 -2.486 1.170
O2 1.441 -4.437 1.743
O3 2.135 -2.939 0.072
O4 2.250 -2.278 2.315
Cl2 -0.500 1.155 -0.527
O5 0.911 1.125 -0.624
O6 -1.049 1.641 -1.798
O7 -1.022 -0.125 -0.191
O8 -1.022 2.109 0.462

Properties
* Kohn-Sham gap: 4.59 eV
* DFT total energy: -1782.93598 Eh
* energy above the lowest of the compared OMol25 structures with the same formula, charge and spin: 2.816 eV
* LUMO energy: -0.09806 Eh
* E_HOMO: -7.259 eV

***

Entry 14:
DFT (wB97M-V/def2-TZVPD) results for one molecule with the formula Cl2H2NO2PS at a distorted geometry.

Element x y z (Å)
N1 -0.913 -1.052 0.041
P1 0.633 -0.408 -0.071
S1 2.294 -1.158 -0.794
O1 -0.392 1.264 -0.951
Cl1 0.687 2.377 -1.481
O2 0.904 0.245 1.345
Cl2 -0.401 0.662 2.423
H1 -1.523 -0.254 0.192
H2 -1.290 -1.676 -0.703

Properties
* Kohn-Sham gap: 7.86 eV
* DFT total energy: -1866.26344 Eh
* SMILES: NP(=S)(OCl)OCl
* energy above the lowest of the compared OMol25 structures with the same formula, charge and spin: 3.600 eV
* LUMO energy: -0.06174 Eh
* E_HOMO: -9.539 eV

***

Entry 15:
DFT (wB97M-V/def2-TZVPD) results for one molecule with the formula Cl2H4OSi2 at a distorted geometry.

Element x y z (Å)
O1 1.481 -1.101 1.681
Si1 -1.968 1.052 -0.734
Si2 1.235 -1.638 0.230
Cl1 0.248 0.604 -0.596
Cl2 2.948 -0.617 -0.737
H1 2.250 -1.260 2.271
H2 -2.219 -0.432 -0.532
H3 -1.913 1.710 0.531
H4 -2.062 1.681 -2.115

Properties
* Kohn-Sham gap (alpha / beta): 4.82 / 7.85 eV
* spin multiplicity: 3
* DFT total energy: -1576.91733 Eh
* energy above the lowest of the compared OMol25 structures with the same formula, charge and spin: 1.516 eV
* LUMO energy (alpha / beta): -0.00989 / -0.08974 Eh
* E_HOMO (alpha / beta): -5.088 / -10.289 eV

***

Entry 16:
DFT (wB97M-V/def2-TZVPD) results for one molecule with the formula Cl2H5NSi2 at a distorted geometry.

Element x y z (Å)
Si1 1.481 0.634 0.262
N1 0.068 -0.545 0.338
Si2 -1.405 -0.398 -0.540
Cl1 -1.651 1.599 -0.627
Cl2 -2.843 -1.011 0.765
H1 2.371 -0.390 0.505
H2 1.764 1.476 -0.960
H3 1.394 1.440 1.466
H4 0.336 -1.502 0.417
H5 -1.516 -1.304 -1.624

Properties
* Kohn-Sham gap: 10.83 eV
* DFT total energy: -1557.23646 Eh
* SMILES: [SiH3]N[SiH](Cl)Cl
* energy above the lowest of the compared OMol25 structures with the same formula, charge and spin: 0.165 eV
* LUMO energy: 0.02521 Eh
* E_HOMO: -10.142 eV

***

Entry 17:
DFT (wB97M-V/def2-TZVPD) results for a 2-piece molecular cluster, Cl2HNS overall at a distorted geometry.

Element x y z (Å)
N1 -1.634 0.949 0.198
S1 1.905 -0.151 -1.133
Cl1 2.041 -1.641 0.069
Cl2 -0.818 -0.227 -0.404
H1 -1.494 1.071 1.270

Properties
* Kohn-Sham gap: 5.74 eV
* DFT total energy: -1373.74335 Eh
* energy above the lowest of the compared OMol25 structures with the same formula, charge and spin: 3.698 eV
* LUMO energy: -0.10854 Eh
* E_HOMO: -8.696 eV

***

Entry 18:
DFT (wB97M-V/def2-TZVPD) results for a 2-piece molecular cluster, Cl2HO2P overall at a distorted geometry.

Element x y z (Å)
O1 1.952 -1.410 0.653
P1 1.503 -1.039 -0.666
Cl1 1.964 0.834 -1.195
O2 -1.965 0.739 -0.114
Cl2 -0.690 0.055 0.792
H1 -2.764 0.821 0.529

Properties
* Kohn-Sham gap: 9.70 eV
* DFT total energy: -1412.77953 Eh
* SMILES: O=PCl.OCl
* energy above the lowest of the compared OMol25 structures with the same formula, charge and spin: 0.161 eV
* LUMO energy: -0.02070 Eh
* E_HOMO: -10.262 eV

***

Entry 19:
DFT (wB97M-V/def2-TZVPD) results for a 2-piece molecular cluster, Cl2HOP overall at a distorted geometry.

Element x y z (Å)
O1 -0.298 1.078 -0.847
P1 1.109 1.274 -0.563
Cl1 1.289 1.249 1.475
Cl2 -0.697 -2.331 0.020
H1 -1.403 -1.271 -0.086

Properties
* Kohn-Sham gap: 9.91 eV
* DFT total energy: -1337.61772 Eh
* SMILES: O=PCl.Cl
* energy above the lowest of the compared OMol25 structures with the same formula, charge and spin: 0.662 eV
* LUMO energy: -0.04261 Eh
* E_HOMO: -11.070 eV

***

Entry 20:
DFT (wB97M-V/def2-TZVPD) results for Cl2IPS as an isolated structure at a distorted geometry.

Element x y z (Å)
P1 0.177 0.073 -0.218
S1 1.341 -1.901 1.471
Cl1 -1.580 -0.805 -0.068
Cl2 -0.034 1.445 1.161
I1 0.096 1.188 -2.346

Properties
* Kohn-Sham gap (alpha / beta): 6.76 / 6.66 eV
* DFT total energy: -1957.57664 Eh
* energy above the lowest of the compared OMol25 structures with the same formula, charge and spin: 0.629 eV
* LUMO energy (alpha / beta): -0.09913 / -0.08899 Eh
* E_HOMO (alpha / beta): -9.456 / -9.082 eV